Record 1
ORCA calculation (ωB97M-V with the def2-TZVPD basis set) on the molecule C9H9NO.

Positions of all 20 atoms, in Å:
C 2.161104 -0.755340 -0.065031
C -1.998224 -0.157689 -0.028200
H 0.233363 -2.730551 0.148504
C 2.694321 0.686188 0.052642
H 3.712437 0.956507 -0.554884
H -3.872734 -0.870762 -0.441447
C 0.679826 -0.663473 -0.080285
H 3.055154 0.769614 1.154782
H -1.417644 1.895618 -0.127632
O 2.767878 -1.849103 -0.163956
C -1.504457 -1.399453 0.201727
C 0.243487 0.531378 -0.034830
H 1.330606 2.107526 0.945876
H 1.376109 2.315346 -0.856093
C -0.175584 -1.745247 -0.002471
C 1.363636 1.522510 0.020555
C -1.049352 0.833740 -0.145876
N -3.457601 -0.090394 -0.009781
H -4.018480 0.865693 -0.228876
H -2.123854 -2.222117 0.215275

Forces on the atoms, in the same order (eV/Å):
1.4077 -2.7211 -0.8996
-2.4986 0.8009 0.0711
-0.2014 -0.2689 -0.3124
1.8660 0.0357 1.4302
-2.9914 -0.6247 1.0297
-0.5293 -0.8121 -0.5422
3.2260 -6.2370 0.2261
-0.3501 -0.3411 -1.6925
0.5917 -0.9909 -0.3023
-1.1366 3.2383 0.3990
2.0563 -2.4088 -1.4931
0.8269 5.8623 -0.6898
-0.2297 0.0506 -0.2272
-0.2556 -1.6654 1.6056
-0.4680 0.8076 1.2403
1.6521 2.4101 -1.6354
-4.1162 3.1970 0.6438
0.6220 4.3815 0.0335
2.3402 -3.1731 0.5442
-1.8120 -1.5409 0.5709

Values from the calculation:
energy above the lowest of the compared OMol25 structures with the same formula, charge and spin	51.8	kcal/mol
E_HOMO	-8.71	eV
frontier orbital gap	9.25	eV
max |F|	0.1366	Eh/bohr
SMILES	Nc1ccc2c(c1)CCC2=O

***

Record 2
ORCA calculation (ωB97M-V with the def2-TZVPD basis set) on a cluster of 2 separate species, C9H9NO3P in total.

Positions of all 23 atoms, in Å:
C 2.817972 -1.025612 -0.379428
C 1.942563 -2.081650 0.133134
O -2.399918 -1.133928 -1.648045
O -1.575755 3.210027 -0.614021
C 2.289174 0.295264 -0.491708
C 0.660551 -1.737898 0.512558
H 2.503150 -2.971108 0.395683
H 3.817178 -1.314014 -0.553253
H 0.975376 2.691829 -0.852724
H -2.775742 1.023591 0.358049
C 0.998110 0.542996 -0.103379
C 0.128801 -0.457104 0.429821
P -2.687274 -1.330169 0.103950
C 0.526959 2.024196 -0.048311
O -3.888764 -0.475955 0.358537
H 0.072875 -2.507954 0.948002
N -1.692498 1.146576 0.246204
H -1.496305 -1.417855 -1.676797
C -1.262847 -0.147953 0.702834
H -1.635425 -0.066159 2.336198
C -1.003443 2.210136 -0.164576
H 2.856591 1.063798 -0.886889
H 0.828664 2.458950 0.894172

Forces on the atoms, in the same order (eV/Å):
-3.3794 -0.4109 1.1335
2.5531 3.1941 -0.5736
-0.6650 0.3189 1.7970
1.1320 -0.2510 0.3987
0.1283 -3.5719 0.4198
0.0809 -0.7386 0.2567
-0.7952 -0.4740 -0.1701
1.0679 0.1587 -0.4732
-0.3591 -1.0305 0.8662
1.5945 1.2260 -0.9606
-1.6951 1.3404 0.8762
1.8408 0.6382 -1.1005
0.5403 -1.3859 -0.9049
-0.2752 0.1609 -1.6401
-0.5858 0.9398 0.2483
-0.7045 -0.5144 0.3118
-2.0943 -1.9652 1.3148
1.0659 -0.3915 -0.6238
-1.3359 1.6751 2.7951
1.1466 -0.5775 -3.4334
-0.5524 0.0686 -0.3768
1.1936 1.4859 -0.6186
0.0978 0.1047 0.4572

Values from the calculation:
charge	-1
energy above the lowest of the compared OMol25 structures with the same formula, charge and spin	0.0	kcal/mol
E_HOMO	-3.75	eV
frontier orbital gap	6.91	eV
max |F|	0.0803	Eh/bohr

***

Record 3
ORCA calculation (ωB97M-V with the def2-TZVPD basis set) on a cluster of 2 separate species, C9H9NO3P in total.

Positions of all 23 atoms, in Å:
C 2.443319 -0.667458 -0.283572
H 1.284819 -0.840009 -2.031347
C -1.933823 0.545406 1.310472
H 3.440970 -0.417340 1.517588
C 0.712862 0.971231 -0.875634
H 2.081308 1.622233 2.033923
C -2.046072 -0.599129 0.553207
C 1.130911 1.666323 0.229080
H -2.004107 -2.385069 -1.750120
H 2.731027 -1.725155 -0.409417
H -2.228951 2.160390 0.145198
C -1.693954 -2.470375 -0.725622
C 1.414540 -0.284978 -1.099300
H -0.614215 -2.385220 -0.798495
O -0.993835 0.714366 2.087949
C 2.054025 1.152784 1.163560
O -2.755717 1.513855 0.835214
H -1.843702 -3.529619 -0.644350
O -1.368484 2.610012 -1.135019
N -2.410272 -1.761914 0.286806
C 2.726597 -0.038548 0.930380
P -0.744086 1.450085 -1.849166
H 0.616835 2.698126 0.508674

Forces on the atoms, in the same order (eV/Å):
-0.7797 -2.0601 0.4086
-0.4988 -0.0236 0.3358
0.7827 1.5264 -0.4994
2.3798 -1.3369 2.5260
0.7970 -1.6876 -0.5337
0.6559 2.1162 3.7654
-0.3850 -2.7286 -1.2970
-0.8952 2.3926 1.8813
-0.7618 1.1383 -0.5931
0.6827 0.6638 -0.1952
-0.6444 -1.3153 1.1055
0.5958 -1.6675 -1.2209
-0.1836 2.0100 -0.8787
0.2505 0.7346 0.6232
-0.5311 0.0702 0.4090
-0.4592 -1.9691 -3.7869
0.5930 1.4982 -0.7509
-0.2506 -0.8257 0.7985
-0.8392 1.3840 1.0321
0.6028 1.9312 0.7988
-2.6735 2.2938 -2.6784
0.5877 -1.7651 -0.5315
0.9741 -2.3797 -0.7184

Values from the calculation:
charge	-1
energy above the lowest of the compared OMol25 structures with the same formula, charge and spin	57.5	kcal/mol
E_HOMO (alpha / beta)	-3.94 / -2.42	eV
frontier orbital gap (alpha / beta)	7.37 / 5.23	eV
max |F|	0.0861	Eh/bohr

***

Record 4
ORCA calculation (ωB97M-V with the def2-TZVPD basis set) on a structure of composition C9H9O4P.

Positions of all 23 atoms, in Å:
O -2.510099 2.343779 0.187074
O -1.530820 2.285652 -1.816394
C -1.736458 1.902010 -0.667717
O -0.278596 -3.031476 -1.000497
C -0.962777 0.608438 -0.162969
C 1.064416 -0.220445 1.061630
H 0.787946 -0.695120 3.115932
H 0.582062 1.132245 -1.961265
H -1.432347 0.072204 0.611004
O -2.471587 -2.588158 -0.838706
H 0.340406 0.934305 2.727631
H 1.762804 -2.200531 0.848489
C 1.208022 0.709930 -1.259687
C 0.516634 0.874110 0.096505
C 1.001885 0.116772 2.549669
C 1.335740 -1.293486 0.371449
H -1.328566 -0.333538 -2.225440
H 2.218989 1.206094 -1.179571
H 0.588271 1.991071 0.542286
P 0.980635 -1.173377 -1.436669
C -1.314252 -2.273830 -1.032326
C -0.791268 -0.838274 -1.435203
H 1.968960 0.471624 2.904774

Forces on the atoms, in the same order (eV/Å):
-0.7312 0.9366 0.9573
0.4495 0.6474 -1.3609
0.2100 -2.4271 0.6811
-0.4143 -0.5187 0.2889
0.7200 -1.7211 -2.7788
-1.1586 3.0183 -0.1176
-0.9886 -2.5514 1.8217
-0.9582 1.3476 -1.8223
-0.8342 -0.0905 1.1911
-1.4408 -0.1444 0.1958
-0.8294 0.3814 0.0396
-0.6310 0.3356 -0.4599
2.0114 -0.5663 2.4511
-0.1851 1.8825 1.2298
1.8116 1.3541 -2.3623
1.0668 -2.1354 0.2454
0.3140 -0.1750 -0.6158
-0.6508 -0.7519 -0.5323
0.1202 -2.2683 -0.7095
1.3679 0.9194 -0.7149
1.8716 1.0663 -0.4907
-1.4898 1.3440 2.9437
0.3690 0.1169 -0.0804

Values from the calculation:
charge	-2
energy above the lowest of the compared OMol25 structures with the same formula, charge and spin	57.1	kcal/mol
E_HOMO	-0.88	eV
frontier orbital gap	6.70	eV
max |F|	0.0693	Eh/bohr

***

Record 5
ORCA calculation (ωB97M-V with the def2-TZVPD basis set) on a cluster of 2 separate species, C9H9O4P in total.

Positions of all 23 atoms, in Å:
H 1.855562 2.749332 0.155222
C -0.828390 -1.788661 -1.123020
O -1.398294 -2.813637 1.591863
C 0.567522 0.906360 -0.355205
P -1.120805 -3.209102 0.120797
H 2.602735 1.768363 2.247119
O 0.381149 -3.827598 -0.093263
C 0.546690 -0.728652 1.528928
H -1.756972 0.163451 -2.835782
C 0.162369 -0.316038 0.216506
O -0.086601 -1.891211 -2.097526
C -1.987821 -0.874275 -0.996714
H -3.093442 0.887310 -1.715790
C 1.826100 1.306459 1.602568
C 1.342336 0.183371 2.289399
H 1.493457 0.133833 3.459441
H 0.299919 -1.660671 1.913799
C 1.479812 1.700933 0.323945
C -2.278274 0.098218 -1.871464
H -2.679255 -1.124193 -0.253079
H 0.608973 -3.153171 -0.766843
O -2.012171 -4.203449 -0.527717
H 0.288898 1.101217 -1.402783

Forces on the atoms, in the same order (eV/Å):
-0.3995 -1.1688 -0.9955
-1.2245 1.0516 2.9577
0.3468 -0.4911 -2.3405
0.0991 -1.1922 -0.1736
0.1282 -0.2848 1.7541
-0.5326 0.8181 -0.8498
0.4923 0.7465 0.3341
1.3417 3.4590 -0.7995
0.1557 0.1430 0.5474
-0.1856 -1.0998 0.5379
0.8546 -0.4633 -1.3519
0.3898 0.9821 -2.1452
0.9670 -1.4049 -0.1288
1.0391 -0.4274 2.7564
-0.9108 -0.5245 0.0209
0.0632 -0.3314 -2.4737
-0.8716 -1.4045 0.5545
0.4267 1.1975 1.0443
-1.1332 1.0904 -0.6705
-0.5498 0.0349 1.6564
1.0591 -0.6076 -0.3380
-1.2903 -0.2869 -0.3539
-0.2653 0.1640 0.4573

Values from the calculation:
charge	-2
energy above the lowest of the compared OMol25 structures with the same formula, charge and spin	56.1	kcal/mol
E_HOMO (alpha / beta)	0.02 / 0.02	eV
frontier orbital gap (alpha / beta)	5.92 / 5.92	eV
max |F|	0.0738	Eh/bohr